{
  "formula": "C4H9INO",
  "method": "ωB97M-V/def2-TZVPD",
  "elements": ["C", "C", "C", "C", "N", "O", "I", "H", "H", "H", "H", "H", "H", "H", "H", "H"],
  "positions_angstrom": [[0.961, -0.063, -1.552], [-0.462, 1.902, 0.417], [-0.801, 0.441, 0.581], [0.352, -0.510, 0.225], [0.000, -1.958, 0.134], [0.287, -0.651, -2.295], [2.220, -0.382, 1.435], [1.619, 0.804, -1.701], [-0.012, 1.995, -0.537], [0.132, 2.522, 1.108], [-1.563, 2.239, 0.475], [-1.548, 0.084, -0.142], [-1.109, 0.400, 1.632], [-0.512, -2.210, 1.011], [0.863, -2.504, 0.056], [-0.428, -2.110, -0.849]],
  "e_tot_ev": -15922.949,
  "charge": 1,
  "lumo_ev": -3.86,
  "de_lowest_ev": 1.995
}